Record 1
Here is C23H40NO3P2Pb as an isolated structure in a non-equilibrium geometry from the Open Molecules 2025 dataset. Energies are from ωB97M-V/def2-TZVPD.

The orbital gap is 2.63 eV. As for the HOMO energy: -15.1 eV. The total charge is +3. Its total energy is -2055.284280 Ha.

Element x y z (Å)
1 Pb 0.69 0.14 0.41
2 P -1.39 -1.42 0.95
3 C -1.73 -2.27 -0.54
4 C -1.54 -1.67 -1.80
5 N -0.58 -0.66 -1.97
6 C -0.75 0.28 -2.92
7 C -1.68 0.10 -3.95
8 C -2.48 -1.05 -3.97
9 C -2.37 -1.95 -2.92
10 C 0.18 1.51 -2.98
11 P 1.68 1.32 -2.00
12 H -3.06 -2.78 -2.86
13 H -1.67 0.82 -4.76
14 H -3.15 -1.20 -4.82
15 H 0.41 1.67 -4.05
16 H -0.39 2.41 -2.64
17 H 1.36 -6.17 -1.02
18 H -2.26 -3.25 -0.50
19 H 2.16 -1.88 -2.32
20 O 1.67 -5.84 -0.16
21 H 0.85 -5.58 0.30
22 H 1.56 -1.62 -0.80
23 O 2.31 -2.07 -1.37
24 H 2.40 -3.00 -1.08
25 C 2.71 0.34 -3.15
26 H 2.74 0.88 -4.11
27 H 3.73 0.29 -2.76
28 H 2.33 -0.68 -3.35
29 C 2.41 2.97 -2.23
30 H 3.30 3.05 -1.59
31 H 2.71 3.15 -3.28
32 H 1.70 3.75 -1.93
33 C -2.84 -0.29 1.23
34 H -3.64 -0.81 1.77
35 H -2.47 0.56 1.83
36 H -3.20 0.07 0.25
37 C -1.59 -2.66 2.28
38 H -1.27 -2.22 3.23
39 H -2.64 -2.98 2.35
40 H -0.95 -3.53 2.05
41 C 3.10 1.73 2.73
42 C 2.08 0.99 3.58
43 C 2.78 0.39 4.82
44 C 0.88 1.83 3.94
45 C 0.59 2.22 5.24
46 C -0.54 3.01 5.52
47 C -1.39 3.42 4.49
48 C -1.15 3.04 3.17
49 C -2.04 3.50 2.06
50 C -3.53 3.50 2.44
51 C -1.65 4.89 1.54
52 C -0.04 2.20 2.91
53 O 0.06 1.70 1.72
54 H 3.54 2.53 3.33
55 H 2.66 2.18 1.85
56 H 3.91 1.07 2.41
57 H 1.71 0.11 3.03
58 H 3.25 1.18 5.44
59 H 2.06 -0.15 5.46
60 H 3.57 -0.32 4.52
61 H 1.24 1.90 6.06
62 H -0.74 3.30 6.56
63 H -2.26 4.04 4.73
64 H -1.94 2.81 1.21
65 H -3.74 4.25 3.22
66 H -4.15 3.73 1.56
67 H -3.83 2.52 2.82
68 H -0.60 4.90 1.23
69 H -2.27 5.18 0.68
70 H -1.78 5.64 2.33

Record 2
Here is C3H5IN2 as an isolated structure in a non-equilibrium geometry from the Open Molecules 2025 dataset. Energies are from ωB97M-V/def2-TZVPD.

The orbital gap is 9.06 eV. As for the HOMO energy: -8.9 eV. Its total energy is -524.441472 Ha.

Element x y z (Å)
1 C -0.04 1.38 -1.46
2 C -0.07 0.03 -0.89
3 C 0.09 -0.17 0.58
4 N -0.25 -0.81 -1.82
5 N -0.02 1.31 -2.72
6 I -0.01 2.97 -3.86
7 H -0.04 2.27 -0.83
8 H -0.88 -0.07 1.07
9 H 0.47 -1.16 0.81
10 H 0.76 0.58 1.00
11 H -0.28 -1.79 -1.53

Record 3
Here is C5H6N2O as an isolated structure in a non-equilibrium geometry from the Open Molecules 2025 dataset. Energies are from ωB97M-V/def2-TZVPD.

The orbital gap (alpha / beta) is 7.88 / 7.88 eV. As for the HOMO energy (alpha / beta): -8.5 / -8.5 eV. Its total energy is -378.687396 Ha.

Element x y z (Å)
1 C 1.29 0.86 0.64
2 N -0.55 -0.67 1.25
3 C -0.18 0.75 1.18
4 C 1.12 0.11 -0.59
5 C -0.77 -0.38 -0.08
6 C -1.63 -0.89 -0.96
7 N 1.42 0.09 -1.76
8 O -0.69 1.66 1.84
9 H -1.34 -0.90 1.85
10 H 1.70 -0.64 -2.41
11 H 2.01 0.39 1.31
12 H 1.52 1.91 0.43
13 H -1.63 -0.59 -2.00
14 H -2.29 -1.72 -0.70

Record 4
Here is C15H27IN2O5PPdS as an isolated structure from the Open Molecules 2025 dataset. Energies are from ωB97M-V/def2-TZVPD.

The orbital gap (alpha / beta) is 7.06 / 7.48 eV. As for the HOMO energy (alpha / beta): -4.5 / -5.7 eV. Its multiplicity is 3. The total charge is -1. Its total energy is -2238.794289 Ha.

Element x y z (Å)
1 Pd 0.41 0.00 -0.74
2 O -3.16 -0.52 -2.08
3 S -2.38 -0.50 -0.84
4 O -3.18 -0.77 0.33
5 O -1.20 -1.46 -0.94
6 O -1.66 0.84 -0.71
7 C -1.54 0.99 2.62
8 C -0.53 -0.14 2.83
9 C -1.23 -1.50 2.75
10 P 0.85 -0.01 1.61
11 C 2.05 -1.37 2.04
12 C 2.21 -1.69 3.52
13 C 1.76 -2.63 1.22
14 C 1.75 1.55 2.08
15 C 1.76 1.91 3.57
16 C 1.25 2.73 1.25
17 H -2.36 0.88 3.34
18 H -1.97 0.96 1.62
19 H -1.09 1.98 2.78
20 H -0.08 -0.03 3.82
21 H -1.61 -1.68 1.74
22 H -2.10 -1.49 3.41
23 H -0.58 -2.31 3.05
24 H 2.99 -0.97 1.65
25 H 1.28 -2.02 3.98
26 H 2.59 -0.83 4.08
27 H 2.94 -2.50 3.64
28 H 0.83 -3.12 1.51
29 H 2.57 -3.35 1.36
30 H 1.70 -2.40 0.16
31 H 2.78 1.34 1.76
32 H 0.76 2.17 3.92
33 H 2.40 2.78 3.72
34 H 2.14 1.10 4.20
35 H 0.19 2.93 1.43
36 H 1.39 2.54 0.19
37 H 1.81 3.63 1.51
38 N -3.57 1.09 -4.45
39 C -2.63 0.94 -5.40
40 O -2.79 1.22 -6.58
41 C -1.32 0.42 -4.89
42 C -0.51 -0.31 -5.75
43 C 0.67 -0.85 -5.25
44 C 0.98 -0.64 -3.92
45 N 0.22 0.09 -3.09
46 C -0.90 0.61 -3.59
47 H -4.49 1.37 -4.76
48 H -3.48 0.62 -3.54
49 H -0.81 -0.44 -6.78
50 H 1.33 -1.43 -5.87
51 H 1.89 -1.05 -3.48
52 H -1.48 1.20 -2.89
53 I 3.17 0.10 -1.15

Record 5
Here is C45H48BaN9O4S2 as an isolated structure from the Open Molecules 2025 dataset. Energies are from ωB97M-V/def2-TZVPD.

The orbital gap is 6.94 eV. As for the HOMO energy: -9.5 eV. The total charge is +1. Its total energy is -3359.208337 Ha.

Element x y z (Å)
1 Ba 0.36 -0.13 -0.28
2 C -5.80 -3.74 3.01
3 C -4.46 -3.14 2.68
4 C -3.74 -2.40 3.58
5 C -2.44 -1.91 3.28
6 C -1.76 -1.12 4.23
7 N -0.48 -0.99 4.44
8 C 0.61 -1.85 3.97
9 C 1.95 -1.35 4.49
10 C 3.11 -2.25 4.12
11 N 3.25 -2.39 2.67
12 C 4.12 -3.13 2.05
13 C 4.18 -3.28 0.64
14 C 5.16 -4.13 0.08
15 C 5.21 -4.37 -1.26
16 C 6.25 -5.27 -1.88
17 C 4.24 -3.75 -2.06
18 C 3.25 -2.91 -1.60
19 C 2.33 -2.38 -2.63
20 N 1.37 -1.57 -2.46
21 C 0.54 -1.18 -3.60
22 C -0.96 -1.37 -3.32
23 C -1.34 -2.63 -2.52
24 N -1.42 -2.34 -1.08
25 C -2.34 -2.94 -0.43
26 C -2.70 -2.79 0.99
27 C -3.90 -3.32 1.39
28 C -1.91 -2.05 1.95
29 O -0.85 -1.46 1.63
30 C 3.20 -2.63 -0.19
31 O 2.33 -1.87 0.35
32 H -6.13 -3.42 4.00
33 H -5.75 -4.83 3.01
34 H -6.55 -3.43 2.29
35 H -4.15 -2.23 4.57
36 H -2.37 -0.52 4.91
37 H -0.20 -0.22 5.03
38 H 0.57 -1.88 2.88
39 H 0.40 -2.87 4.33
40 H 1.93 -1.28 5.58
41 H 2.13 -0.34 4.10
42 H 2.98 -3.25 4.56
43 H 4.03 -1.83 4.53
44 H 2.61 -1.91 2.01
45 H 4.84 -3.67 2.66
46 H 5.88 -4.60 0.75
47 H 6.92 -5.67 -1.13
48 H 6.84 -4.73 -2.62
49 H 5.78 -6.11 -2.39
50 H 4.27 -3.95 -3.13
51 H 2.57 -2.74 -3.64
52 H 0.84 -1.72 -4.50
53 H 0.72 -0.11 -3.78
54 H -1.44 -1.40 -4.30
55 H -1.40 -0.51 -2.80
56 H -0.58 -3.40 -2.66
57 H -2.29 -3.04 -2.88
58 H -3.01 -3.62 -0.97
59 H -4.48 -3.88 0.66
60 C -3.60 2.64 -6.72
61 C -2.80 2.66 -5.45
62 C -1.41 2.77 -5.48
63 C -0.67 2.80 -4.32
64 C -1.31 2.71 -3.09
65 C -2.69 2.59 -3.03
66 C -3.42 2.57 -4.21
67 S -0.38 2.79 -1.58
68 O -0.23 4.16 -1.16
69 O -1.20 1.99 -0.64
70 N 0.93 2.06 -1.96
71 C 2.16 2.41 -1.39
72 C 2.84 3.57 -1.78
73 C 4.11 3.80 -1.28
74 C 4.67 2.89 -0.39
75 C 3.92 1.78 -0.04
76 N 2.69 1.55 -0.52
77 H -3.51 3.59 -7.25
78 H -4.65 2.46 -6.53
79 H -3.24 1.86 -7.39
80 H -0.91 2.84 -6.44
81 H 0.41 2.88 -4.35
82 H -3.17 2.50 -2.07
83 H -4.50 2.47 -4.16
84 H 2.37 4.25 -2.48
85 H 4.66 4.68 -1.58
86 H 5.66 3.03 0.01
87 H 4.30 1.05 0.65
88 C 2.20 4.41 2.05
89 N 0.75 4.44 2.05
90 C -0.03 5.56 1.84
91 C -1.31 5.16 1.84
92 N -1.31 3.79 2.06
93 C -0.03 3.34 2.18
94 S 0.52 1.77 2.45
95 C -2.51 3.02 1.99
96 C -3.43 3.36 1.00
97 C -4.60 2.63 0.94
98 C -4.79 1.59 1.84
99 C -3.80 1.34 2.78
100 N -2.67 2.06 2.87
101 H 2.56 5.40 2.33
102 H 2.57 4.15 1.06
103 H 2.54 3.67 2.76
104 H 0.41 6.53 1.71
105 H -2.22 5.72 1.74
106 H -3.20 4.13 0.28
107 H -5.35 2.85 0.19
108 H -5.69 0.98 1.83
109 H -3.92 0.54 3.50

Record 6
Here is C4H6KO3 as an isolated structure in a non-equilibrium geometry from the Open Molecules 2025 dataset. Energies are from ωB97M-V/def2-TZVPD.

The orbital gap is 9.55 eV. As for the HOMO energy: -13.2 eV. The total charge is +1. Its total energy is -981.412119 Ha.

Element x y z (Å)
1 O -0.32 0.08 -0.72
2 C 0.74 0.31 -1.46
3 C 0.35 0.82 -2.78
4 H -0.72 0.77 -3.00
5 H 0.70 1.87 -2.80
6 H 0.96 0.31 -3.54
7 O 1.03 -0.78 0.90
8 K 3.29 -0.09 -0.25
9 C -0.08 -0.44 0.56
10 O -1.14 -0.57 1.26
11 C -1.17 -0.56 2.70
12 H -0.93 0.44 3.07
13 H -2.20 -0.82 2.96
14 H -0.50 -1.32 3.10

Record 7
Here is one molecule with the formula C3H3N3OS in a non-equilibrium geometry from the Open Molecules 2025 dataset. Energies are from ωB97M-V/def2-TZVPD.

The orbital gap is 8.35 eV. As for the HOMO energy: -9.9 eV. Its total energy is -753.682965 Ha. Its SMILES is [H]/N=C/NOC(=S)C#N.

Element x y z (Å)
1 H 3.63 -0.13 0.24
2 N 2.65 0.29 0.46
3 C 1.75 -0.19 -0.31
4 N 0.57 0.45 -0.14
5 O -0.57 -0.43 -0.26
6 C -1.80 0.31 -0.13
7 S -2.07 1.92 -0.03
8 C -2.87 -0.59 0.15
9 N -3.62 -1.43 0.20
10 H 1.74 -1.09 -0.93
11 H 0.59 0.89 0.76

Record 8
Here is one molecule with the formula C2H6N2S2 in a non-equilibrium geometry from the Open Molecules 2025 dataset. Energies are from ωB97M-V/def2-TZVPD.

The orbital gap is 9.34 eV. As for the HOMO energy: -8.7 eV. Its total energy is -985.628072 Ha. Its SMILES is CN(S)/C=N\S.

Element x y z (Å)
1 C -0.34 1.21 0.40
2 N -0.51 -0.18 -0.08
3 S -2.10 -0.66 -0.38
4 C 0.32 -1.16 0.53
5 N 1.59 -1.25 0.44
6 S 2.55 -0.23 -0.49
7 H -0.70 1.87 -0.38
8 H -0.95 1.49 1.25
9 H 0.68 1.34 0.59
10 H -1.99 -0.84 -1.73
11 H -0.21 -1.94 1.11
12 H 1.66 0.35 -1.25

These records have energy relative to the best compared isomer or geometry (same formula, charge and spin) values of 519.69 79.74 481.90 0.00 0.00 277.01 445.86 145.53 kJ/mol, in the order they appear.